Record 1
47
Properties=species:S:1:pos:R:3:nbo_charge:R:1 method="wB97M-V/def2-TZVPD" e_above_lowest_ev=0.0000 gap_ha=0.3313
C -1.034 -3.947 -1.937 -0.626
C -1.896 -3.107 -1.046 -0.009
C -1.503 -2.841 0.261 -0.228
C -2.287 -2.073 1.097 -0.114
C -3.495 -1.547 0.646 -0.093
C -3.896 -1.819 -0.659 -0.206
C -3.108 -2.595 -1.490 -0.220
H -3.438 -2.796 -2.499 0.210
H -4.841 -1.435 -1.021 0.207
C -4.278 -0.644 1.522 -0.604
H -4.328 -1.009 2.547 0.239
H -5.279 -0.438 1.149 0.226
S -3.428 1.029 1.677 1.249
O -2.018 0.753 1.922 -0.967
C -3.560 1.482 -0.157 -0.638
C -2.467 2.411 -0.473 0.278
C -2.389 3.779 -0.460 -0.307
C -1.052 4.101 -0.766 -0.227
C -0.399 2.906 -0.935 0.161
C 1.012 2.634 -1.239 0.626
O 1.822 3.516 -1.460 -0.624
N 1.316 1.314 -1.276 -0.599
H 0.623 0.645 -0.974 0.416
C 2.675 0.860 -1.469 -0.252
C 3.338 0.573 -0.146 -0.117
C 3.199 -0.645 0.508 0.047
C 3.778 -0.885 1.741 -0.274
C 4.509 0.118 2.352 -0.199
C 4.651 1.346 1.728 -0.207
C 4.069 1.568 0.493 -0.178
H 4.164 2.528 0.008 0.231
H 5.214 2.134 2.206 0.218
H 4.962 -0.064 3.314 0.218
H 3.653 -1.845 2.219 0.225
Br 2.187 -2.048 -0.288 0.015
H 3.203 1.672 -1.976 0.243
H 2.668 -0.027 -2.109 0.218
O -1.265 1.880 -0.757 -0.390
H -0.613 5.073 -0.850 0.242
H -3.190 4.462 -0.262 0.230
H -4.537 1.937 -0.288 0.238
H -3.459 0.560 -0.727 0.255
H -1.961 -1.864 2.104 0.217
H -0.564 -3.237 0.617 0.214
H 0.014 -3.688 -1.803 0.217
H -1.306 -3.815 -2.981 0.216
H -1.153 -5.000 -1.683 0.222



Record 2
14
Properties=species:S:1:pos:R:3:nbo_charge:R:1 method="wB97M-V/def2-TZVPD" e_above_lowest_ev=5.9417 gap_ha="0.2961 / 0.2959"
C 2.004 0.080 0.387 -0.263
C -0.340 0.652 -0.100 0.559
C -1.112 -0.578 -0.494 0.498
N -1.401 1.292 0.732 -0.851
C -1.327 -1.758 -0.963 -0.616
O 0.643 -0.170 0.715 -0.559
O 0.086 1.246 -1.120 -0.692
H -1.383 1.067 1.718 0.387
H -1.432 2.270 0.474 0.395
H 2.164 0.202 -0.687 0.202
H 2.603 -0.758 0.743 0.184
H 2.353 1.001 0.864 0.177
H -0.524 -2.382 -1.341 0.297
H -2.332 -2.166 -0.928 0.283



Record 3
41
Properties=species:S:1:pos:R:3:nbo_charge:R:1 method="wB97M-V/def2-TZVPD" charge=+1 spin_multiplicity=3 e_above_lowest_ev=0.1702 gap_ha="0.2619 / 0.2470"
Ni 0.170 0.413 0.711 1.198
C -7.364 -0.051 -0.092 -0.168
C -6.472 0.174 -1.139 -0.200
C -5.107 0.200 -0.897 -0.219
C -4.634 -0.013 0.404 -0.319
C -5.527 -0.241 1.447 -0.207
C -6.895 -0.259 1.196 -0.200
P -2.851 0.060 0.739 1.297
C -2.255 1.591 -0.002 -0.348
C -2.500 2.790 0.678 -0.189
C -2.070 3.994 0.143 -0.179
C -1.394 4.014 -1.076 -0.171
C -1.155 2.833 -1.760 -0.227
C -1.574 1.616 -1.221 -0.259
C -2.011 -1.207 -0.176 -0.407
C -2.668 -2.262 -0.819 -0.190
C -1.920 -3.245 -1.451 -0.215
C -0.531 -3.190 -1.419 -0.162
C 0.122 -2.146 -0.763 -0.254
C -0.614 -1.142 -0.143 -0.350
H -8.431 -0.055 -0.286 0.232
H -6.842 0.334 -2.146 0.232
H -4.416 0.386 -1.712 0.223
H -5.159 -0.402 2.456 0.229
H -7.590 -0.434 2.008 0.233
H -3.020 2.772 1.633 0.235
H -2.261 4.921 0.677 0.235
H -1.057 4.959 -1.495 0.234
H -0.654 2.851 -2.724 0.232
H -1.428 0.703 -1.780 0.240
H -3.753 -2.302 -0.837 0.231
H -2.420 -4.063 -1.958 0.233
H 0.052 -3.969 -1.899 0.229
H 1.205 -2.142 -0.728 0.218
Br 2.566 -0.447 1.777 0.146
C 3.113 1.145 0.849 -0.509
Br 1.839 1.489 -0.588 0.136
H 4.083 0.996 0.407 0.252
H 3.076 1.977 1.528 0.251
O -0.859 0.247 2.173 -0.325
O -0.281 1.492 2.231 -0.417



Record 4
19
Properties=species:S:1:pos:R:3:nbo_charge:R:1 method="wB97M-V/def2-TZVPD" charge=-1 e_above_lowest_ev=5.4001 gap_ha=0.1664
C 2.098 -2.107 0.836 0.011
O 1.662 -3.290 0.369 -0.961
C 1.345 -0.845 0.215 -0.452
C -0.174 -1.060 0.282 -0.405
C -0.909 0.082 -0.398 -0.280
N -2.268 2.980 -1.168 -0.693
C -1.049 2.473 -0.510 0.015
N -0.579 1.322 0.227 -0.418
H 1.882 -1.943 1.980 0.029
H 3.145 -1.993 0.676 0.091
H 1.658 -0.849 -0.827 0.167
H 1.704 0.086 0.706 0.181
H -0.495 -1.054 1.435 0.170
H -0.400 -2.069 -0.135 0.250
H -2.009 -0.065 -0.384 0.156
H -0.516 0.006 -1.416 0.188
H -2.988 2.235 -1.206 0.345
H -0.178 3.114 -0.717 0.208
H -1.930 2.976 0.034 0.399



Record 5
95
Properties=species:S:1:pos:R:3:lowdin_charge:R:1 method="wB97M-V/def2-TZVPD" charge=+1 gap_ha=0.2437
Zr 0.964 0.815 -0.325 1.803
O -1.017 0.601 -0.829 -0.396
C -1.802 1.213 -1.690 -0.357
C -3.124 1.519 -1.355 -0.004
C -3.972 2.095 -2.278 -0.049
C -3.529 2.405 -3.571 -0.084
C -2.226 2.133 -3.908 -0.053
C -1.349 1.532 -2.989 -0.194
C -0.029 1.155 -3.433 -0.119
N 0.922 0.725 -2.682 -0.066
C 2.121 0.190 -3.362 -0.175
C 2.883 -0.666 -2.360 -0.194
N 3.018 0.160 -1.169 -0.092
C 4.169 0.331 -0.639 -0.069
C 4.452 1.275 0.416 -0.167
C 5.727 1.295 1.008 -0.051
C 6.072 2.267 1.913 -0.081
C 5.153 3.290 2.195 -0.058
C 3.904 3.298 1.615 -0.006
C 3.501 2.262 0.758 -0.347
O 2.285 2.259 0.269 -0.220
H -3.457 1.298 -0.348 0.117
H -4.994 2.317 -1.992 0.115
H -4.205 2.846 -4.292 0.108
H -1.852 2.381 -4.898 0.122
H 0.128 1.195 -4.512 0.129
H 2.758 1.009 -3.699 0.128
H 1.840 -0.408 -4.229 0.111
H 3.844 -0.981 -2.764 0.125
H 2.292 -1.545 -2.125 0.089
H 5.022 -0.222 -1.037 0.142
H 6.440 0.524 0.733 0.118
H 7.052 2.268 2.375 0.108
H 5.431 4.089 2.872 0.114
H 3.190 4.088 1.819 0.127
I -1.634 1.211 4.112 0.969
C -1.500 2.628 2.586 -0.614
C -2.220 3.830 2.695 -0.219
C -2.150 4.766 1.706 -0.662
I -3.200 6.555 1.967 0.950
C -1.378 4.524 0.545 -0.194
C -1.299 5.407 -0.559 -0.021
C -0.548 5.080 -1.646 -0.017
C 0.150 3.866 -1.647 -0.103
N 0.090 3.013 -0.660 0.014
C -0.658 3.313 0.448 -0.131
C -0.680 2.344 1.510 -0.399
O 0.053 1.245 1.453 -0.370
H -2.823 4.008 3.574 0.082
H -1.839 6.343 -0.520 0.063
H -0.495 5.734 -2.506 0.116
H 0.778 3.596 -2.486 0.122
C 1.150 -1.860 3.436 -0.182
P 2.294 -0.955 2.419 0.635
C 2.686 0.532 3.327 -0.128
C 3.766 -1.969 2.336 -0.139
O 1.789 -0.717 0.989 -0.567
H 1.616 -2.055 4.405 0.077
H 0.898 -2.806 2.960 0.038
H 0.238 -1.278 3.578 0.003
H 2.773 0.273 4.385 0.077
H 1.875 1.249 3.190 0.056
H 3.625 0.963 2.985 0.042
H 4.088 -2.254 3.340 0.071
H 4.568 -1.420 1.841 0.047
H 3.532 -2.868 1.764 0.070
Te -1.005 -1.730 0.680 1.526
C -2.912 -2.241 -0.083 -0.478
C -4.024 -1.500 0.308 -0.145
C -5.288 -1.823 -0.173 -0.077
C -5.447 -2.892 -1.046 -0.085
C -4.344 -3.650 -1.416 -0.109
C -3.082 -3.328 -0.935 -0.174
C -0.887 -3.730 1.421 -0.519
C -0.235 -4.729 0.703 -0.146
C -0.179 -6.029 1.199 -0.083
C -0.765 -6.333 2.420 -0.082
C -1.432 -5.342 3.134 -0.076
C -1.497 -4.048 2.633 -0.146
H -3.900 -0.682 1.009 0.089
H -6.150 -1.249 0.147 0.107
H -6.430 -3.142 -1.426 0.107
H -4.468 -4.494 -2.085 0.102
H -2.229 -3.945 -1.198 0.084
H 0.229 -4.493 -0.248 0.090
H 0.325 -6.804 0.633 0.105
H -0.707 -7.340 2.815 0.105
H -1.900 -5.576 4.084 0.107
H -2.025 -3.276 3.184 0.100
Cl -2.140 -3.898 -4.336 0.667
C -1.743 -2.202 -4.070 -1.566
Cl -0.961 -1.546 -5.540 0.630
Cl -3.183 -1.257 -3.731 0.727
C -0.763 -2.085 -2.978 -0.362
N -0.015 -1.942 -2.122 0.147